No. 1
Formula: C24H42AsF6KN4O4S2
Source: OMol25
Level of theory: the ωB97M-V functional and the def2-TZVPD basis

Geometry as ORCA input:
```
! wB97M-V def2-TZVPD RIJCOSX def2/J DEFGRID3
* xyz 0 1
K -19.935 24.166 7.538
As -22.879 20.155 11.623
F -23.906 20.688 10.241
F -23.306 18.336 11.356
F -21.621 19.688 12.931
F -22.494 21.925 11.831
F -24.167 20.437 12.835
F -21.488 20.003 10.459
C -30.577 16.355 18.280
C -29.356 16.031 17.359
C -29.369 16.556 15.954
C -30.624 16.579 15.346
N -31.631 16.555 14.805
H -30.398 15.672 19.111
H -31.517 16.019 17.842
H -30.589 17.408 18.563
H -29.247 14.952 17.469
H -28.463 16.487 17.788
H -28.547 16.370 15.262
H -29.030 17.591 15.984
C -18.391 19.070 19.626
C -18.024 20.423 20.148
C -17.285 20.282 21.474
C -16.111 19.391 21.627
N -15.225 18.618 21.711
H -19.127 19.203 18.832
H -18.899 18.385 20.305
H -17.509 18.527 19.286
H -18.824 21.162 20.183
H -17.391 20.784 19.338
H -18.038 20.027 22.219
H -16.855 21.231 21.794
C -21.392 10.958 16.082
C -21.405 12.327 15.341
C -20.050 12.780 14.731
C -18.904 12.574 15.647
N -17.921 12.415 16.289
H -20.642 10.275 15.683
H -22.362 10.484 16.231
H -21.211 11.080 17.150
H -21.710 13.070 16.078
H -22.137 12.290 14.534
H -19.901 13.802 14.381
H -19.909 12.124 13.873
C -12.157 21.257 13.052
C -13.340 21.725 13.921
C -14.546 20.896 13.336
S -14.250 20.942 11.451
O -15.036 22.097 11.014
O -14.331 19.595 10.879
C -12.496 21.462 11.668
H -11.963 20.187 13.126
H -11.214 21.708 13.361
H -13.473 22.790 13.733
H -13.124 21.727 14.989
H -15.567 21.218 13.539
H -14.464 19.852 13.641
H -12.430 22.543 11.546
H -11.906 20.957 10.903
C -29.481 21.702 7.136
C -29.460 22.064 5.611
C -30.289 20.988 4.786
S -31.637 20.530 5.818
O -31.732 19.047 6.024
O -32.820 21.329 5.410
C -30.964 21.346 7.409
H -29.009 22.305 7.912
H -28.983 20.732 7.135
H -28.478 22.049 5.140
H -30.079 22.937 5.407
H -29.635 20.138 4.591
H -30.635 21.047 3.754
H -31.164 20.627 8.204
H -31.314 22.378 7.401
N -19.727 13.212 7.764
C -18.470 12.569 7.891
C -18.573 11.214 7.646
C -19.921 10.971 7.330
C -20.574 12.220 7.395
H -19.891 14.202 7.873
H -17.715 13.170 8.376
H -17.867 10.397 7.687
H -20.313 9.992 7.099
H -21.567 12.501 7.076
*
```

LUMO level = -0.097 Eh
orbital gap = 5.240 eV
HOMO energy = -7.9 eV

No. 2
Formula: C24H42BClN2NaO14S
Source: OMol25
Level of theory: the ωB97M-V functional and the def2-TZVPD basis

Geometry as ORCA input:
```
! wB97M-V def2-TZVPD RIJCOSX def2/J DEFGRID3
* xyz -1 1
C 4.260 -0.787 -3.119
C 2.877 -0.890 -2.389
C 2.924 -0.682 -0.841
Cl 3.850 -2.106 -0.071
B 1.477 -0.396 -0.128
O 0.712 0.775 -0.535
C -0.503 0.393 -1.243
C -1.582 1.159 -0.435
C -0.396 -1.180 -1.065
C -1.655 -2.091 -1.252
C -1.532 -2.923 -2.569
C -1.563 -2.042 -3.898
S -2.604 -0.531 -3.767
O 0.506 -1.505 -0.012
H 4.982 -0.090 -2.652
H 4.714 -1.799 -3.211
H 4.049 -0.473 -4.171
H 2.497 -1.924 -2.562
H 2.149 -0.142 -2.778
H 3.563 0.220 -0.646
H 1.760 -0.164 1.029
H -0.340 0.633 -2.312
H -2.277 0.504 0.128
H -1.050 1.881 0.219
H -2.177 1.780 -1.140
H 0.228 -1.462 -1.967
H -1.667 -2.836 -0.419
H -2.619 -1.545 -1.167
H -2.337 -3.680 -2.696
H -0.533 -3.417 -2.525
H -0.508 -1.702 -4.040
H -1.802 -2.683 -4.771
H -1.745 0.488 -4.123
C -6.557 2.251 3.454
C -6.180 2.330 2.179
C -5.040 3.190 1.754
O -4.733 3.221 0.579
C -4.346 3.970 2.773
C -4.726 3.895 4.047
C -5.854 3.021 4.477
O -6.161 2.980 5.654
O -4.117 4.610 5.011
O -6.812 1.640 1.208
H -7.384 1.632 3.775
H -3.531 4.602 2.449
H -4.585 4.380 5.832
H -6.345 1.870 0.386
Na 3.628 -0.792 2.049
O 0.238 -4.449 -6.091
H 0.190 -3.769 -5.411
H -0.678 -4.563 -6.377
C -1.954 -4.946 -9.195
O -2.136 -5.611 -8.186
N -0.947 -5.211 -10.073
N -2.744 -3.886 -9.525
H -0.778 -4.680 -10.905
H -0.345 -5.985 -9.859
H -3.495 -3.663 -8.898
H -2.613 -3.327 -10.345
C 8.207 4.485 3.174
C 7.076 3.767 3.882
C 7.514 2.687 4.829
O 6.357 1.846 4.869
C 5.744 1.984 3.669
O 4.859 1.286 3.284
O 6.271 3.012 2.963
H 8.534 5.347 3.755
H 9.072 3.832 3.037
H 7.897 4.824 2.186
H 6.420 4.493 4.371
H 7.763 3.062 5.821
H 8.350 2.094 4.448
O -3.167 1.693 4.203
C -2.346 0.812 4.052
O -2.619 -0.400 3.542
C -1.445 -1.252 3.656
C -0.270 -0.302 3.763
C -0.900 0.883 4.479
H -1.559 -1.878 4.562
H -1.370 -1.899 2.781
H 0.590 -0.727 4.286
H 0.060 0.001 2.763
H -0.856 0.755 5.562
H -0.453 1.832 4.185
O -2.234 -2.754 6.014
H -3.148 -2.975 6.229
*
```

LUMO level = 0.040 Eh
orbital gap = 3.725 eV
HOMO energy = -2.6 eV

No. 3
Formula: C24H42Cl3N4O3RhSSi
Source: OMol25
Level of theory: the ωB97M-V functional and the def2-TZVPD basis

Geometry as ORCA input:
```
! wB97M-V def2-TZVPD RIJCOSX def2/J DEFGRID3
* xyz 0 5
C -1.951 -2.058 -3.590
C -1.214 -2.801 -2.482
H -1.373 -2.133 -4.529
H -2.012 -0.998 -3.320
H -2.959 -2.473 -3.751
C -0.705 -4.066 -2.601
C -0.596 -4.726 -3.933
H -0.246 -4.537 -1.751
H -0.325 -4.042 -4.754
H -1.559 -5.199 -4.158
H 0.186 -5.492 -3.848
Rh -0.135 1.627 0.790
Cl -2.458 0.768 0.931
Cl 1.450 3.274 -0.735
H 0.987 4.885 3.815
H -1.512 6.272 2.634
C 1.203 5.007 2.743
C -0.897 6.021 1.766
N -0.041 4.881 2.015
H 1.885 4.212 2.424
C -0.453 3.635 1.808
O 0.252 2.702 2.380
H -1.557 5.792 0.942
H -1.394 3.466 1.212
H 1.594 5.999 2.511
H -0.271 6.889 1.537
H 1.910 -0.799 -2.934
H 2.613 -3.193 -1.649
C 2.884 -0.515 -2.503
C 3.438 -2.567 -1.258
N 3.070 -1.162 -1.215
H 2.920 0.575 -2.360
C 2.616 -0.568 -0.080
O 2.203 0.594 -0.024
H 3.722 -2.920 -0.261
H 2.692 -1.221 0.811
H 3.689 -0.842 -3.167
H 4.293 -2.699 -1.941
O 0.044 -1.775 -2.107
C -1.000 -2.041 -1.177
C 0.232 -3.557 0.456
C -0.926 -2.849 0.136
H 1.107 -3.359 -0.168
C 0.265 -4.472 1.519
H -1.836 -1.349 -1.035
C -2.055 -3.025 0.993
H 1.207 -5.005 1.733
C -0.874 -4.711 2.275
C -2.032 -3.963 2.027
H -2.957 -2.422 0.846
H -0.877 -5.482 3.054
H -2.934 -4.117 2.657
Si 0.111 2.949 -2.489
Cl -0.559 0.871 -1.342
C 1.555 3.506 -3.588
C -1.160 4.210 -1.765
C -0.942 2.593 -4.081
H 2.449 2.862 -3.449
H 1.871 4.524 -3.337
H 1.335 3.498 -4.659
H -0.430 1.868 -4.725
H -1.026 3.538 -4.615
H -1.952 2.228 -3.844
H -1.786 3.765 -0.977
H -1.852 4.566 -2.536
H -0.658 5.093 -1.341
C 0.217 -2.470 4.702
N -0.328 -1.110 4.688
C -0.908 -0.452 5.757
C -1.300 0.774 5.302
N -0.974 0.814 3.979
C -0.357 -0.315 3.569
S 0.201 -0.649 2.017
H -0.507 -3.207 4.321
H 1.124 -2.533 4.104
H 0.447 -2.733 5.746
H -0.978 -0.901 6.728
H -1.782 1.615 5.781
H -1.126 1.637 3.369
*
```

⟨S²⟩ = 6.029
LUMO level (alpha / beta) = 0.013 / -0.026 Eh
orbital gap (alpha / beta) = 7.331 / 6.735 eV
energy above the lowest of the compared OMol25 structures with the same formula, charge and spin = 32.9 kcal per mole
HOMO energy (alpha / beta) = -7.0 / -7.4 eV

No. 4
Formula: C24H42F2N6O2P
Source: OMol25
Level of theory: the ωB97M-V functional and the def2-TZVPD basis

Geometry as ORCA input:
```
! wB97M-V def2-TZVPD RIJCOSX def2/J DEFGRID3
* xyz 1 1
C -1.507 -3.081 -0.242
C -1.407 -1.575 -0.425
C -2.534 -0.808 -0.120
C -2.512 0.550 -0.299
C -1.381 1.207 -0.779
C -1.466 2.710 -0.976
N -0.559 3.483 -0.116
N 0.728 3.717 -0.436
C 1.286 4.462 0.516
N 2.569 4.865 0.483
N 3.171 5.652 1.438
C 3.215 5.034 2.746
O 2.421 5.122 3.622
F 4.283 4.245 2.895
C 2.689 7.006 1.427
O 2.619 7.589 0.385
F 2.371 7.624 2.550
N 0.385 4.743 1.468
C -0.726 4.127 1.033
P -2.333 4.207 1.992
N -3.397 3.200 1.436
C -0.265 0.440 -1.048
C -0.274 -0.929 -0.873
H -0.571 -3.576 -0.528
H -1.614 -3.249 0.839
H -2.352 -3.498 -0.800
H -3.425 -1.309 0.255
H -3.393 1.142 -0.064
H -2.506 3.022 -0.873
H -1.193 2.929 -2.022
H 1.185 3.372 -1.271
H 3.148 4.573 -0.291
H -2.830 5.535 1.969
H -1.985 3.832 3.312
H -4.243 3.685 1.151
H 0.651 0.917 -1.406
H 0.609 -1.525 -1.095
C -5.539 -3.265 -3.781
C -5.803 -3.695 -2.342
C -5.282 -5.096 -2.022
C -5.922 -6.228 -2.826
C -7.442 -6.328 -2.705
C -7.917 -6.619 -1.284
H -6.046 -3.915 -4.495
H -5.902 -2.249 -3.947
H -4.469 -3.280 -4.002
H -6.873 -3.628 -2.128
H -5.312 -2.982 -1.670
H -5.419 -5.287 -0.953
H -4.199 -5.120 -2.193
H -5.477 -7.175 -2.505
H -5.660 -6.118 -3.883
H -7.787 -7.133 -3.359
H -7.916 -5.413 -3.071
H -7.489 -7.554 -0.916
H -9.003 -6.715 -1.260
H -7.642 -5.819 -0.594
C 7.037 -1.733 1.690
C 7.861 -0.507 1.308
C 7.866 0.579 2.384
C 6.497 1.184 2.701
C 5.772 1.802 1.507
C 6.521 2.979 0.889
H 5.984 -1.484 1.832
H 7.093 -2.488 0.904
H 7.411 -2.181 2.613
H 7.500 -0.102 0.358
H 8.893 -0.821 1.132
H 8.553 1.374 2.079
H 8.281 0.164 3.307
H 6.627 1.949 3.472
H 5.854 0.418 3.145
H 4.791 2.151 1.842
H 5.580 1.044 0.741
H 6.683 3.767 1.627
H 5.943 3.405 0.063
H 7.490 2.678 0.490
*
```

LUMO level = -0.139 Eh
orbital gap = 8.248 eV
energy above the lowest of the compared OMol25 structures with the same formula, charge and spin = 0.0 kcal per mole
HOMO energy = -12.0 eV

No. 5
Formula: C24H42F3I3N9O8S
Source: OMol25
Level of theory: the ωB97M-V functional and the def2-TZVPD basis

Geometry as ORCA input:
```
! wB97M-V def2-TZVPD RIJCOSX def2/J DEFGRID3
* xyz 1 1
C -4.003 -1.294 4.944
C -3.894 -0.425 3.515
I -4.921 1.510 3.615
C -3.156 -0.961 2.297
I -2.368 -3.011 2.710
C -3.028 -0.116 0.904
C -1.464 0.177 0.387
N -0.806 -1.157 0.250
C -0.875 1.170 1.550
C 0.698 0.869 1.998
C 1.499 2.190 2.546
C 3.141 1.929 2.366
N 3.547 0.492 2.613
C 4.495 -0.022 1.517
N 5.879 0.195 1.549
N 4.016 -0.862 0.320
C -1.541 0.889 -1.137
C 0.015 1.126 -1.583
C 0.786 2.453 -0.988
C 1.549 3.302 -2.214
C 1.574 4.926 -1.815
O 2.151 5.420 -0.718
O 0.954 5.936 -2.736
C -2.449 2.295 -1.105
O -1.992 3.346 -2.032
C -2.441 4.690 -1.548
F -1.634 5.150 -0.392
F -2.254 5.725 -2.627
F -3.924 4.670 -1.264
C -2.400 -0.085 -2.207
I -0.895 -1.488 -3.165
C -2.670 0.711 -3.659
N -2.837 -0.231 -4.842
N -3.586 -0.801 -1.650
S -5.103 -0.327 -2.515
C -3.521 -2.264 -2.156
O -3.062 -3.330 -1.499
O -4.128 -2.653 -3.480
C -4.059 -0.632 -0.251
N -5.302 0.282 -0.084
O -4.617 -1.866 0.405
N -5.846 -2.173 0.046
O -6.302 -2.860 0.974
H -4.609 -2.266 4.671
H -4.654 -0.728 5.758
H -2.946 -1.497 5.410
H -3.353 1.004 1.167
H -0.303 -1.507 1.081
H -1.555 -1.836 0.000
H -1.472 1.169 2.568
H -0.861 2.325 1.242
H 1.217 0.442 1.012
H 0.723 -0.022 2.778
H 1.335 2.213 3.727
H 1.163 3.187 2.028
H 3.544 2.274 1.323
H 3.726 2.580 3.178
H 4.167 0.496 3.477
H 6.121 0.742 2.405
H 4.846 -1.385 -0.094
H 3.662 -0.250 -0.450
H 0.755 0.233 -1.297
H 0.187 1.267 -2.756
H 0.093 3.242 -0.476
H 1.683 2.163 -0.255
H 2.613 2.873 -2.452
H 0.937 3.257 -3.230
H 0.309 6.516 -2.233
H -3.570 2.102 -1.471
H -2.558 2.750 -0.033
H -1.616 1.226 -3.901
H -3.396 1.607 -3.610
H -2.114 -0.017 -5.589
H -3.749 0.014 -5.295
H -5.210 1.063 -2.571
H -5.631 0.237 0.930
H -5.043 1.288 -0.162
C 7.768 -4.987 0.550
C 6.456 -4.385 0.156
O 6.272 -3.219 -0.129
N 5.264 -5.130 0.016
C 5.191 -6.509 0.495
H 8.488 -4.188 0.750
H 7.657 -5.582 1.460
H 8.143 -5.611 -0.265
H 5.047 -5.043 -0.985
H 4.553 -4.502 0.412
H 5.918 -7.115 -0.052
H 4.179 -6.872 0.303
H 5.393 -6.519 1.569
*
```

LUMO level = -0.151 Eh
orbital gap = 5.643 eV
HOMO energy = -9.8 eV

No. 6
Formula: C24H42N5O10S2
Source: OMol25
Level of theory: the ωB97M-V functional and the def2-TZVPD basis

Geometry as ORCA input:
```
! wB97M-V def2-TZVPD RIJCOSX def2/J DEFGRID3
* xyz 1 1
O 0.354 3.974 3.381
C 0.705 3.322 4.307
O -0.114 2.895 5.289
C -1.301 2.241 4.835
C -1.032 1.290 3.676
O -2.021 0.243 3.711
C -1.774 -0.810 2.916
O -1.842 -1.927 3.281
C -1.463 -0.470 1.484
C -2.465 -0.024 0.634
C -2.174 0.322 -0.677
C -3.217 0.846 -1.622
C -2.862 2.224 -2.179
S -1.602 2.151 -3.490
C -0.176 2.849 -2.758
N -0.125 4.075 -2.352
N 1.149 4.262 -1.857
C 1.770 3.145 -1.997
O 0.976 2.182 -2.556
N -0.903 0.215 -1.094
C 0.086 -0.229 -0.300
C -0.150 -0.596 1.014
C 1.007 -1.096 1.834
C 1.463 -2.523 1.396
C 2.890 -2.567 0.842
S 3.063 -2.421 -0.929
O 4.039 -3.365 -1.351
O 3.355 -1.045 -1.239
O 1.664 -2.830 -1.562
H 1.748 3.013 4.416
H -1.968 3.013 4.455
H -1.810 1.758 5.658
H -0.050 0.836 3.787
H -1.087 1.866 2.757
H -3.475 0.058 1.001
H -4.137 0.944 -1.057
H -3.360 0.118 -2.417
H -3.756 2.634 -2.638
H -2.546 2.931 -1.418
H 2.785 2.899 -1.753
H -0.664 0.490 -2.046
H 1.088 -0.262 -0.704
H 0.712 -1.165 2.873
H 1.819 -0.376 1.778
H 0.763 -2.974 0.702
H 1.450 -3.132 2.294
H 3.504 -1.804 1.307
H 3.322 -3.532 1.084
H 1.391 -2.144 -2.186
C -6.957 3.102 -7.199
C -5.492 3.207 -6.787
C -4.876 1.874 -6.341
O -5.258 1.450 -5.036
C -6.524 0.812 -4.960
N -5.364 4.249 -5.763
H -7.622 3.039 -6.338
H -7.250 3.985 -7.765
H -7.129 2.228 -7.830
H -4.929 3.533 -7.666
H -3.791 2.004 -6.295
H -5.069 1.081 -7.073
H -6.731 0.222 -5.856
H -7.324 1.537 -4.803
H -6.507 0.144 -4.099
H -4.379 4.410 -5.565
H -5.738 3.879 -4.894
C 7.850 -3.583 4.563
C 6.609 -2.778 4.936
C 5.354 -3.636 5.152
O 4.741 -4.110 3.965
C 5.340 -5.266 3.401
N 6.399 -1.737 3.924
H 7.837 -3.897 3.520
H 8.744 -2.977 4.703
H 7.947 -4.472 5.188
H 6.817 -2.282 5.887
H 4.598 -3.009 5.635
H 5.555 -4.471 5.834
H 5.725 -5.936 4.172
H 6.141 -5.000 2.709
H 4.572 -5.793 2.834
H 5.643 -1.127 4.226
H 6.039 -2.190 3.088
*
```

LUMO level = -0.164 Eh
orbital gap = 6.676 eV
HOMO energy = -11.1 eV

Please write out number 6 again, unchanged.
Formula: C24H42N5O10S2
Source: OMol25
Level of theory: the ωB97M-V functional and the def2-TZVPD basis

Geometry as ORCA input:
```
! wB97M-V def2-TZVPD RIJCOSX def2/J DEFGRID3
* xyz 1 1
O 0.354 3.974 3.381
C 0.705 3.322 4.307
O -0.114 2.895 5.289
C -1.301 2.241 4.835
C -1.032 1.290 3.676
O -2.021 0.243 3.711
C -1.774 -0.810 2.916
O -1.842 -1.927 3.281
C -1.463 -0.470 1.484
C -2.465 -0.024 0.634
C -2.174 0.322 -0.677
C -3.217 0.846 -1.622
C -2.862 2.224 -2.179
S -1.602 2.151 -3.490
C -0.176 2.849 -2.758
N -0.125 4.075 -2.352
N 1.149 4.262 -1.857
C 1.770 3.145 -1.997
O 0.976 2.182 -2.556
N -0.903 0.215 -1.094
C 0.086 -0.229 -0.300
C -0.150 -0.596 1.014
C 1.007 -1.096 1.834
C 1.463 -2.523 1.396
C 2.890 -2.567 0.842
S 3.063 -2.421 -0.929
O 4.039 -3.365 -1.351
O 3.355 -1.045 -1.239
O 1.664 -2.830 -1.562
H 1.748 3.013 4.416
H -1.968 3.013 4.455
H -1.810 1.758 5.658
H -0.050 0.836 3.787
H -1.087 1.866 2.757
H -3.475 0.058 1.001
H -4.137 0.944 -1.057
H -3.360 0.118 -2.417
H -3.756 2.634 -2.638
H -2.546 2.931 -1.418
H 2.785 2.899 -1.753
H -0.664 0.490 -2.046
H 1.088 -0.262 -0.704
H 0.712 -1.165 2.873
H 1.819 -0.376 1.778
H 0.763 -2.974 0.702
H 1.450 -3.132 2.294
H 3.504 -1.804 1.307
H 3.322 -3.532 1.084
H 1.391 -2.144 -2.186
C -6.957 3.102 -7.199
C -5.492 3.207 -6.787
C -4.876 1.874 -6.341
O -5.258 1.450 -5.036
C -6.524 0.812 -4.960
N -5.364 4.249 -5.763
H -7.622 3.039 -6.338
H -7.250 3.985 -7.765
H -7.129 2.228 -7.830
H -4.929 3.533 -7.666
H -3.791 2.004 -6.295
H -5.069 1.081 -7.073
H -6.731 0.222 -5.856
H -7.324 1.537 -4.803
H -6.507 0.144 -4.099
H -4.379 4.410 -5.565
H -5.738 3.879 -4.894
C 7.850 -3.583 4.563
C 6.609 -2.778 4.936
C 5.354 -3.636 5.152
O 4.741 -4.110 3.965
C 5.340 -5.266 3.401
N 6.399 -1.737 3.924
H 7.837 -3.897 3.520
H 8.744 -2.977 4.703
H 7.947 -4.472 5.188
H 6.817 -2.282 5.887
H 4.598 -3.009 5.635
H 5.555 -4.471 5.834
H 5.725 -5.936 4.172
H 6.141 -5.000 2.709
H 4.572 -5.793 2.834
H 5.643 -1.127 4.226
H 6.039 -2.190 3.088
*
```

LUMO level = -0.164 Eh
orbital gap = 6.676 eV
HOMO energy = -11.1 eV